Below is a 2-piece molecular cluster, C3H9N4 overall at a distorted geometry, with properties calculated with ωB97M-V/def2-TZVPD.

Each line ends with the Löwdin charge.
CARTESIAN COORDINATES (ANGSTROEM)
N -2.9131 0.1417 0.0223  -0.151
N -0.3449 -0.6397 -0.5214  0.055
N -2.9199 -0.6462 0.8355  0.226
N -0.8526 -1.4643 0.2994  0.108
C 2.0043 -0.0031 -0.1087  -0.022
C 0.4824 0.4333 0.0279  -0.199
C -2.6947 0.9052 -0.9477  0.042
H -3.2403 1.0279 -1.8021  0.068
H 2.5148 0.7467 -0.7761  0.108
H 1.9841 -0.9047 -0.7069  0.076
H 0.4118 0.4379 1.1582  0.140
H 0.3173 1.2579 -0.5765  0.080
H 2.4543 -0.0220 0.8070  0.042
H -0.7063 -1.4457 1.3093  0.151
H -1.7851 1.5184 -0.8599  0.088
H -1.2834 -2.3613 -0.0443  0.189

Spin multiplicity: 1
E_HOMO (alpha / beta) in eV: -13.42 / -13.42
Molecular weight in g mol⁻¹: 101.13
Total charge: +1